1.
DFT (the ωB97M-V functional and the def2-TZVPD basis) results for the ion C11H11O2 with charge +1 at a distorted geometry.

Geometry (Å):
C (-4.1138, -0.0186, 0.0447)
C (-3.3717, 1.1526, -0.0054)
C (-3.4578, -1.2415, 0.3239)
C (-2.0217, 1.2107, 0.2929)
C (-2.0644, -1.2532, 0.5401)
C (-1.3236, -0.0289, 0.4423)
C (0.0704, 0.0187, 0.3803)
C (2.1482, 0.6697, 0.0867)
C (2.1115, -0.6118, -0.2987)
C (3.2074, 1.6797, 0.1417)
C (2.9991, -1.5984, -0.9011)
O (0.8241, 1.1021, 0.3980)
O (0.7624, -1.0673, -0.0015)
H (-5.1882, -0.1594, -0.2639)
H (-3.9512, 2.0823, -0.0658)
H (-3.9911, -2.1267, 0.3288)
H (-1.3992, 2.0751, 0.2635)
H (-1.6179, -2.2378, 0.6524)
H (2.9779, 2.6648, 0.7031)
H (3.5119, 2.0331, -0.7536)
H (3.9856, 1.2633, 0.7092)
H (2.5928, -2.0459, -1.7578)
H (3.3154, -2.3405, -0.0989)
H (3.9938, -1.2221, -1.1610)

Properties
Frontier orbital gap (spin up / spin down) = 7.60 / 5.73 eV
Multiplicity = 3
Relative energy (zero: lowest compared OMol25 entry of this formula, charge and spin) = 0.0 kJ/mol
Total charge = +1
Molecular weight = 175.2 g mol⁻¹

---

2.
DFT (the ωB97M-V functional and the def2-TZVPD basis) results for a cluster of 2 separate species, C11H12BN7O5 in total at a distorted geometry.

Geometry (Å):
C (4.6913, -4.0189, -0.3362)
O (4.1980, -3.7349, 0.9844)
C (3.1804, -2.8400, 1.1138)
C (2.6968, -2.5643, 2.4243)
C (1.6867, -1.6866, 2.5930)
N (1.0860, -1.0153, 1.5563)
B (0.0222, -0.1771, 2.1739)
H (-0.9432, 0.7689, 0.3439)
C (1.5541, -1.2559, 0.2818)
C (2.5696, -2.1580, 0.0170)
H (5.4947, -4.7368, -0.1664)
H (3.9026, -4.4543, -0.9653)
H (5.0740, -3.1089, -0.8187)
H (3.1452, -3.0695, 3.3022)
H (1.2628, -1.4330, 3.5697)
H (-1.0452, -0.6611, 2.2133)
H (0.3286, 0.9279, 2.4115)
H (1.1139, -0.7024, -0.5460)
H (2.9100, -2.3482, -1.0217)
O (-5.9245, 3.2439, -1.3385)
N (-4.7849, 3.7258, -1.2178)
O (-4.5715, 4.9599, -1.1579)
C (-3.5947, 2.8783, -1.1458)
C (-2.3166, 3.4544, -0.9699)
C (-1.2147, 2.5967, -0.8246)
N (0.0998, 3.1396, -0.8574)
O (0.2713, 4.3627, -0.9289)
O (1.0691, 2.2991, -0.8248)
C (-1.2122, 1.0900, -0.6851)
N (-2.5805, 0.6663, -1.0010)
N (-2.9093, -0.6191, -1.2828)
N (-4.1698, -0.6396, -1.6557)
N (-4.6985, 0.5945, -1.6992)
C (-3.6921, 1.4361, -1.3049)
H (-2.2065, 4.5462, -0.9446)
H (-0.4928, 0.5335, -1.2918)

Properties
Frontier orbital gap = 5.16 eV
Multiplicity = 1
Total charge = 0
Molecular weight = 333.1 g mol⁻¹

---

3.
DFT (the ωB97M-V functional and the def2-TZVPD basis) results for a structure of composition C11H12ClNO2V at a distorted geometry.

Geometry (Å):
Cl (0.8909, 1.4439, -2.4348)
C (-1.4792, -2.0478, -1.9411)
C (-1.5325, -2.5735, -0.5910)
C (-0.1731, -2.7053, -0.1049)
H (-2.4423, -2.8609, -0.0717)
C (0.7167, -2.1920, -1.1451)
C (-0.1059, -1.8248, -2.2815)
H (0.2977, -1.3649, -3.1827)
H (-2.3250, -1.9205, -2.6115)
H (0.1506, -3.0979, 0.8549)
C (2.2010, -2.1523, -1.1254)
V (-0.6440, -0.6858, -0.4843)
C (-1.6583, -0.4763, 1.0716)
C (-1.3119, 0.8763, -1.4761)
O (-2.2321, -0.2066, 2.0763)
O (-1.9254, 1.7882, -1.9030)
H (2.5549, -1.9517, -0.1101)
H (2.5499, -1.3465, -1.7828)
H (2.6524, -3.0980, -1.4637)
C (-0.2378, 3.5960, 2.5393)
C (1.0450, 2.9399, 1.9785)
C (0.7316, 1.6836, 1.3277)
N (0.6623, 0.6251, 0.8548)
H (-0.9329, 3.8286, 1.7262)
H (0.0205, 4.5168, 3.0523)
H (-0.7428, 2.9287, 3.2453)
H (1.5102, 3.5685, 1.2086)
H (1.7597, 2.7096, 2.7741)

Properties
Frontier orbital gap (spin up / spin down) = 6.32 / 6.19 eV
Multiplicity = 2
Total charge = +2
Molecular weight = 276.6 g mol⁻¹

---

4.
DFT (the ωB97M-V functional and the def2-TZVPD basis) results for an isolated molecule of C11H12FN at a distorted geometry.

Geometry (Å):
C (3.8162, 0.0565, -0.1000)
C (3.1578, -1.0651, 0.3492)
C (1.7302, -1.1187, 0.3711)
C (1.0608, 0.1255, 0.0561)
C (1.7756, 1.2399, -0.4190)
C (3.2214, 1.2359, -0.4917)
C (-0.4253, 0.1963, 0.1095)
C (-1.2381, 1.1594, 0.6294)
C (-2.7320, 1.2798, 0.3765)
C (-2.5846, -1.1667, -0.3134)
C (-1.0015, -1.1930, -0.4320)
H (3.6725, -1.8897, 0.8300)
H (1.0708, -1.9575, 0.8670)
H (1.3813, 2.2741, -0.4932)
H (3.6015, 2.0789, -0.9360)
H (-0.9633, 2.2322, 0.7401)
H (-3.2044, 1.0975, 1.4007)
H (-2.8790, 2.2961, -0.0927)
H (-4.1539, -0.0531, -0.3218)
H (-3.0867, -1.8689, -0.9955)
H (-2.9332, -1.6550, 0.7549)
H (-0.8167, -2.1378, 0.0464)
H (-0.5668, -1.3485, -1.4920)
N (-3.0820, 0.1577, -0.4488)
F (5.1793, 0.0241, 0.0050)

Properties
Frontier orbital gap = 9.27 eV
Multiplicity = 1
Relative energy (zero: lowest compared OMol25 entry of this formula, charge and spin) = 274.0 kJ/mol
Total charge = 0
Molecular weight = 177.2 g mol⁻¹

---

5.
DFT (the ωB97M-V functional and the def2-TZVPD basis) results for a structure of composition C11H12IN3SZr at a distorted geometry.

Geometry (Å):
C (-1.8526, 0.7942, -2.6580)
C (-0.5392, 1.5589, -2.7894)
C (0.6217, 0.8088, -2.1196)
I (2.4671, 1.9604, -2.1685)
C (0.4504, 0.5565, -0.6563)
C (0.1881, -0.6819, -0.0829)
C (0.0594, -0.8755, 1.3287)
C (-0.2889, -2.1196, 2.0052)
C (-0.1794, -3.4395, 1.2189)
N (0.4948, -4.3146, 1.7588)
C (0.3201, 0.3086, 2.1369)
N (0.3003, 0.3991, 3.4606)
S (0.5887, 1.8441, 4.0093)
N (0.8174, 2.5543, 2.4424)
C (0.5862, 1.5697, 1.5317)
C (0.6054, 1.7291, 0.1368)
H (-2.1545, 0.6333, -1.6191)
H (-2.6437, 1.3777, -3.1304)
H (-1.8079, -0.1751, -3.1571)
H (-0.6284, 2.5631, -2.3599)
H (-0.2907, 1.6891, -3.8452)
H (0.8383, -0.1212, -2.6490)
H (0.0750, -1.5297, -0.7527)
H (-1.3651, -2.0660, 2.2767)
H (0.2363, -2.1972, 2.9668)
H (-0.7460, -3.5600, 0.2839)
H (0.6433, -5.2571, 1.3804)
H (0.6707, 2.6889, -0.3789)
Zr (2.5335, 3.3016, 1.4298)

Properties
Frontier orbital gap = 3.08 eV
Multiplicity = 1
Total charge = +4
Molecular weight = 436.4 g mol⁻¹

---

6.
DFT (the ωB97M-V functional and the def2-TZVPD basis) results for an isolated molecule of C11H12N2 at a distorted geometry.

Geometry (Å):
C (-0.0593, -1.7243, -3.6835)
C (0.0158, -1.0217, -1.2724)
C (-0.1642, -2.2293, -0.6721)
C (-0.4741, -2.4408, 0.6553)
C (-0.0576, -0.3315, 1.0063)
C (-0.0372, 0.8366, 2.1579)
C (0.2231, 1.9881, 1.7679)
C (-0.0775, 3.1878, 2.6564)
C (0.4383, 2.2710, 0.3769)
C (0.5202, 1.3440, -0.6388)
C (0.1216, 0.0841, -0.3467)
H (-1.1185, -2.2149, -3.4994)
H (-0.1406, -1.1871, -4.6938)
H (0.6657, -2.5941, -3.7467)
H (-0.0182, 0.2770, -2.7603)
H (0.1373, -3.0328, -1.2689)
H (-0.9056, -3.4090, 0.9617)
H (-0.3705, 0.4590, 3.1555)
H (0.6315, 3.2193, 3.5410)
H (-1.0541, 3.1473, 3.1370)
H (-0.0155, 4.2255, 2.1855)
H (0.5528, 3.2903, 0.0341)
H (0.5522, 1.6959, -1.6758)
N (0.2850, -0.7441, -2.5768)
N (-0.5151, -1.4931, 1.5179)

Properties
Frontier orbital gap = 8.63 eV
Multiplicity = 1
Relative energy (zero: lowest compared OMol25 entry of this formula, charge and spin) = 245.2 kJ/mol
Total charge = 0
Molecular weight = 172.2 g mol⁻¹

---

7.
DFT (the ωB97M-V functional and the def2-TZVPD basis) results for an isolated molecule of C11H12N2O2 at a distorted geometry.

Geometry (Å):
C (2.2621, 0.7351, 0.3519)
C (3.1465, -0.3249, -0.3574)
C (1.1980, 0.1741, 1.4807)
C (0.1249, -0.5599, 0.8179)
C (0.0869, -1.8678, 0.4349)
C (-1.1012, -0.0570, 0.2932)
C (-1.8407, -1.0493, -0.2900)
C (-1.7244, 1.1787, 0.3684)
C (-3.0740, -0.9401, -0.7362)
C (-2.9743, 1.4130, -0.1884)
C (-3.6929, 0.2602, -0.6338)
H (1.4711, 2.6801, -0.0340)
H (1.9838, 1.9215, -1.4285)
H (2.9309, 1.0802, 1.1286)
H (1.7827, -0.4947, 2.1415)
H (0.7918, 1.0220, 2.1179)
H (0.9103, -2.5476, 0.6165)
H (-1.1391, -3.1141, -0.6840)
H (-1.2222, 2.0620, 0.8258)
H (-3.5958, -1.8234, -1.1363)
H (-3.4155, 2.4076, -0.2768)
H (-4.7631, 0.3804, -0.9732)
H (4.0012, -0.7442, -1.8517)
N (1.8827, 1.8920, -0.4053)
N (-1.1200, -2.3238, -0.0758)
O (3.5553, -1.3578, 0.1118)
O (3.5352, -0.0023, -1.6177)

Properties
Frontier orbital gap = 8.38 eV
Multiplicity = 1
Relative energy (zero: lowest compared OMol25 entry of this formula, charge and spin) = 197.2 kJ/mol
Total charge = 0
Molecular weight = 204.2 g mol⁻¹

---

8.
DFT (the ωB97M-V functional and the def2-TZVPD basis) results for an isolated molecule of C11H12N2O2 at a distorted geometry.

Geometry (Å):
C (-2.3379, -2.0071, -1.9673)
C (-1.9633, -3.0211, -1.1345)
C (-2.1381, -0.6481, -1.5771)
C (-1.2531, -2.7110, 0.0360)
C (-1.5406, -0.3143, -0.4060)
C (-1.0026, -1.3556, 0.3649)
C (0.8264, 0.5705, 1.0647)
C (-1.1866, 1.0918, 0.0894)
C (2.4174, 2.1834, 0.2825)
C (1.1014, 2.4395, -0.3529)
C (2.2611, 0.8106, 1.0082)
N (0.2043, 1.4025, 0.3252)
N (-0.3999, -1.2416, 1.6476)
O (0.3756, -2.1047, 2.0483)
O (2.8399, 0.7980, 2.3121)
H (-2.9171, -2.1496, -2.9185)
H (-1.9698, -4.1281, -1.3711)
H (-2.4867, 0.1623, -2.2839)
H (-0.5872, -3.4479, 0.5277)
H (-1.7112, 1.8675, -0.6108)
H (-1.6013, 1.0717, 1.1105)
H (3.2547, 2.1021, -0.5194)
H (2.6505, 2.8888, 1.1749)
H (0.8226, 3.4850, -0.2731)
H (1.2007, 2.3270, -1.5465)
H (2.6192, -0.0327, 0.2838)
H (2.5215, -0.0386, 2.6854)

Properties
Frontier orbital gap (spin up / spin down) = 7.66 / 7.66 eV
Multiplicity = 1
Relative energy (zero: lowest compared OMol25 entry of this formula, charge and spin) = 723.1 kJ/mol
Total charge = 0
Molecular weight = 204.2 g mol⁻¹